Record 1
{
  "formula": "C22H31N2O2",
  "method": "wB97M-V/def2-TZVPD",
  "symbols": ["C", "H", "C", "H", "H", "C", "C", "C", "C", "C", "C", "C", "N", "C", "O", "C", "C", "H", "H", "H", "N", "C", "H", "H", "H", "C", "C", "C", "C", "C", "C", "C", "H", "H", "H", "O", "C", "H", "H", "H", "H", "H", "H", "H", "H", "H", "H", "H", "H", "H", "C", "H", "H", "H", "H", "H", "H"],
  "coordinates": [[4.553071, -2.204997, 1.615397], [4.216620, -1.266053, 2.051894], [5.470805, -1.954617, 0.424113], [6.363012, -1.429074, 0.766115], [5.787729, -2.912191, 0.007158], [4.804488, -1.128781, -0.688730], [4.509715, 0.273405, -0.200861], [5.545644, 1.195355, -0.102764], [5.328545, 2.494714, 0.316684], [4.051104, 2.907181, 0.651406], [3.003986, 2.008581, 0.586715], [3.230381, 0.700632, 0.175283], [2.163680, -0.238739, 0.171430], [0.863800, -0.002579, 0.103692], [0.291642, 1.078978, 0.036903], [-0.053781, -1.267521, 0.090977], [0.150580, -2.036838, -1.209717], [1.151487, -2.461096, -1.223562], [-0.551100, -2.862234, -1.297654], [0.056752, -1.388370, -2.077654], [-1.414943, -0.695219, 0.281061], [-1.867206, -0.818100, 1.674205], [-1.126515, -0.392491, 2.348134], [-2.803262, -0.276107, 1.797529], [-2.028437, -1.866466, 1.924435], [-2.495926, -1.080051, -0.658764], [-3.646759, -0.111233, -0.535435], [-4.900358, -0.559367, -0.137029], [-5.961328, 0.338133, -0.031972], [-5.736070, 1.690555, -0.313005], [-4.489656, 2.126377, -0.703096], [-3.437431, 1.230362, -0.822014], [-2.469485, 1.582077, -1.148739], [-4.331554, 3.169576, -0.924993], [-6.565618, 2.372184, -0.223166], [-7.215110, 0.012711, 0.334740], [-7.536248, -1.335140, 0.595929], [-8.597888, -1.341643, 0.833969], [-6.974092, -1.723277, 1.451130], [-7.359600, -1.966066, -0.280240], [-5.043828, -1.607708, 0.074288], [-2.818578, -2.099667, -0.437054], [-2.108126, -1.038792, -1.676763], [-1.196660, 0.345654, 0.112319], [0.179260, -1.917835, 0.938733], [2.473031, -1.201423, 0.219205], [2.009874, 2.320327, 0.859147], [3.867640, 3.920068, 0.972376], [6.155953, 3.183952, 0.377761], [6.546393, 0.891891, -0.363774], [5.687196, -1.111407, -1.941063], [6.704787, -0.815912, -1.706182], [5.287635, -0.420799, -2.679851], [5.722862, -2.105446, -2.380555], [3.872649, -1.628835, -0.980542], [3.685408, -2.798374, 1.323613], [5.085195, -2.759538, 2.383510]],
  "atomic_forces_ev_per_a": [[0.3, 0.0, -0.1], [-0.1, 0.1, 0.1], [-0.4, -0.1, 0.0], [0.1, 0.0, -0.1], [0.1, 0.0, 0.0], [0.4, -0.1, 0.0], [-0.3, 0.0, 0.0], [-0.1, 0.0, 0.1], [0.0, 0.0, 0.0], [0.0, -0.1, 0.0], [-0.1, 0.0, 0.1], [0.4, 0.4, 0.0], [0.4, -0.3, 0.0], [-0.7, -0.5, 0.2], [0.2, 0.4, -0.1], [0.6, -0.1, -0.2], [-0.1, 0.0, 0.1], [0.1, 0.0, 0.0], [0.0, -0.1, 0.0], [0.0, 0.0, -0.1], [0.1, 0.8, -0.1], [-0.3, 0.0, 0.7], [0.1, 0.0, -0.1], [0.1, 0.0, -0.1], [0.1, 0.0, -0.1], [-0.5, -0.1, -0.5], [0.1, 0.2, -0.1], [-0.2, -0.1, 0.0], [0.2, 0.2, -0.1], [-0.1, -0.2, 0.1], [0.0, 0.0, 0.0], [0.1, -0.2, 0.0], [0.1, 0.1, -0.1], [0.0, 0.1, 0.0], [-0.1, 0.1, 0.0], [0.1, 0.3, -0.1], [-0.1, -0.3, 0.1], [0.1, 0.0, 0.0], [0.0, 0.0, 0.0], [0.0, 0.0, 0.0], [0.0, -0.1, 0.0], [0.1, 0.0, 0.0], [0.1, -0.1, 0.1], [-0.1, -0.6, 0.2], [-0.1, 0.1, 0.0], [-0.3, 0.1, 0.0], [0.0, 0.0, 0.0], [0.0, 0.1, 0.0], [0.1, 0.1, 0.0], [0.1, -0.1, -0.1], [-0.3, 0.0, 0.0], [0.1, 0.0, 0.0], [0.0, 0.0, -0.1], [0.1, -0.1, 0.0], [0.0, 0.0, 0.0], [-0.1, -0.1, 0.0], [-0.1, -0.1, 0.1]],
  "charge": 1,
  "smiles": "CC[C@H](C)c1ccccc1NC(=O)[C@H](C)[N@H+](C)Cc1cccc(OC)c1"
}

---

Record 2
{
  "formula": "C22H31N3O4",
  "method": "wB97M-V/def2-TZVPD",
  "symbols": ["C", "H", "H", "H", "C", "C", "H", "H", "H", "C", "C", "N", "C", "O", "C", "C", "C", "C", "C", "C", "H", "H", "O", "C", "C", "H", "H", "C", "N", "C", "O", "C", "C", "C", "H", "H", "H", "H", "H", "C", "C", "H", "H", "H", "H", "H", "H", "H", "H", "H", "H", "H", "C", "O", "N", "H", "H", "H", "H", "H"],
  "coordinates": [[-7.688113, -1.057165, -1.975302], [-8.718318, -1.038932, -2.322921], [-7.220335, -1.968789, -2.342525], [-7.172730, -0.205814, -2.412151], [-7.647677, -1.017119, -0.449551], [-8.436698, -2.193263, 0.122678], [-8.464010, -2.141794, 1.208148], [-9.459533, -2.180501, -0.245850], [-7.978883, -3.136689, -0.169075], [-6.209309, -1.058345, 0.080749], [-5.448879, 0.241920, -0.154773], [-4.031912, 0.044801, 0.100405], [-3.080398, 0.836349, -0.440017], [-3.362725, 1.790153, -1.156423], [-1.677195, 0.482326, -0.114338], [-0.714191, 1.480109, -0.220776], [0.615394, 1.232407, 0.058012], [1.015515, -0.043836, 0.446379], [0.052765, -1.054939, 0.535009], [-1.270980, -0.798232, 0.260707], [-1.980317, -1.611279, 0.310585], [0.379937, -2.042139, 0.820905], [2.276775, -0.421008, 0.766404], [3.355744, 0.493497, 0.654405], [4.508993, -0.082656, 1.477395], [4.210836, -0.166499, 2.522749], [4.735377, -1.082672, 1.105061], [5.746811, 0.810411, 1.352694], [6.118100, 0.964010, -0.032867], [7.186267, 0.383450, -0.644647], [7.294617, 0.365362, -1.855740], [8.231966, -0.197516, 0.261471], [9.277137, -1.072125, -0.363689], [8.218921, -1.686438, 0.492246], [7.444420, -2.261003, 0.006725], [8.484661, -2.051871, 1.473479], [10.285395, -1.014045, 0.015823], [9.208882, -1.213083, -1.431220], [8.533101, 0.441237, 1.082136], [5.065468, 1.533490, -0.848270], [3.810536, 0.663169, -0.798613], [3.021197, 1.111668, -1.402619], [4.033736, -0.322561, -1.210897], [5.441868, 1.601435, -1.869970], [4.840342, 2.539988, -0.476776], [6.565737, 0.373942, 1.920090], [5.524181, 1.802685, 1.765383], [3.068613, 1.468045, 1.076872], [1.324461, 2.039767, -0.032947], [-1.029001, 2.465033, -0.531142], [-3.788731, -0.617258, 0.819092], [-5.536449, 0.576312, -1.193598], [-5.966721, 1.372610, 0.761846], [-6.607840, 1.174293, 1.769779], [-5.615585, 2.590442, 0.313242], [-5.818985, 3.395437, 0.884068], [-4.928563, 2.667802, -0.429418], [-5.670838, -1.882387, -0.393880], [-6.241074, -1.233443, 1.158790], [-8.111784, -0.088741, -0.103303]],
  "atomic_forces_ev_per_a": [[0.0, 0.1, 0.3], [-0.1, 0.0, -0.1], [0.1, -0.1, -0.1], [0.1, 0.1, -0.1], [0.1, -0.2, 0.0], [0.1, 0.3, 0.0], [0.0, -0.1, 0.1], [-0.1, -0.1, 0.0], [0.0, -0.1, 0.0], [-0.2, 0.4, 0.0], [-0.2, -0.2, 0.0], [-0.1, -0.2, 0.1], [0.0, -0.1, 0.1], [0.1, 0.1, -0.2], [0.3, 0.1, -0.1], [-0.3, -0.2, 0.0], [0.3, 0.0, 0.1], [-0.3, -0.1, 0.0], [0.2, 0.0, 0.0], [0.0, 0.2, 0.0], [-0.1, -0.1, 0.0], [0.0, -0.1, 0.0], [-0.1, -0.1, 0.1], [0.5, 0.1, -0.2], [-0.2, 0.3, 0.0], [0.0, 0.0, 0.0], [0.0, -0.1, 0.0], [-0.1, -0.3, 0.2], [-0.2, 0.2, 0.0], [0.2, 0.0, 0.2], [0.1, -0.2, -0.3], [0.2, 0.1, -0.1], [0.0, 0.1, -0.1], [0.0, -0.2, 0.2], [-0.1, 0.0, -0.1], [0.0, 0.0, 0.1], [0.0, 0.0, 0.1], [-0.1, 0.0, -0.1], [0.0, -0.1, 0.0], [-0.1, 0.0, -0.4], [-0.1, 0.1, 0.3], [0.0, 0.0, 0.0], [0.0, 0.0, 0.0], [-0.1, 0.1, 0.2], [0.0, 0.0, 0.0], [0.0, 0.1, 0.0], [0.1, -0.1, 0.0], [0.0, -0.1, 0.0], [0.1, 0.0, 0.0], [0.0, 0.1, 0.0], [0.1, 0.1, 0.0], [0.0, -0.1, 0.1], [0.1, -0.1, -0.4], [-0.2, -0.2, 0.3], [0.0, 0.6, -0.1], [0.0, -0.1, 0.0], [-0.1, -0.1, 0.1], [0.0, 0.0, 0.0], [0.1, -0.1, 0.0], [0.0, 0.0, 0.0]],
  "charge": 0,
  "smiles": "CC(C)C[C@H](NC(=O)c1ccc(OC2CCN(C(=O)C3CC3)CC2)cc1)C(N)=O"
}

---

Record 3
{
  "formula": "C22H31N4O2",
  "method": "wB97M-V/def2-TZVPD",
  "symbols": ["C", "C", "N", "C", "C", "H", "H", "H", "H", "H", "C", "H", "H", "C", "N", "C", "N", "C", "C", "C", "C", "C", "C", "H", "H", "H", "H", "N", "H", "C", "C", "C", "C", "C", "C", "C", "O", "C", "H", "H", "H", "H", "H", "O", "C", "H", "H", "H", "H", "H", "H", "H", "H", "H", "H", "H", "H", "H", "H"],
  "coordinates": [[-3.076222, -1.579858, 2.416082], [-3.348886, -2.521652, 1.187269], [-2.674827, -2.056250, -0.110179], [-2.777398, -3.297494, -1.085893], [-1.928726, -4.608993, -0.789807], [-1.913402, -5.204804, -1.422962], [-2.465200, -5.118927, 0.358667], [-0.980784, -4.071118, -0.486804], [-2.516813, -2.844772, -2.102444], [-3.823975, -3.648413, -1.213539], [-3.497399, -0.730483, -0.666929], [-4.044769, -0.262301, -0.005224], [-4.166916, -1.411193, -1.533391], [-2.367371, 0.063670, -1.300421], [-1.575028, 0.594790, -0.475889], [-0.671198, -0.001445, 0.564269], [-0.016577, 0.671706, 1.341185], [-0.675360, 2.004994, 1.149282], [-0.303857, 3.391728, 1.614937], [-1.177775, 4.409491, 1.356102], [-2.142466, 4.230185, 0.131314], [-2.457173, 3.118630, -0.240771], [-1.602546, 2.052859, 0.093598], [-3.136265, 2.990367, -1.010319], [-2.654364, 5.275418, -0.331990], [-0.910123, 5.353856, 1.677319], [0.338132, 3.191006, 2.458165], [-0.275079, -1.188210, 0.303258], [0.068517, -1.639396, 1.321323], [0.685041, -1.701734, -0.691533], [1.919965, -0.738474, -0.696401], [2.957523, -1.362992, -0.049452], [4.165908, -0.529599, 0.263802], [4.145969, 0.579884, -0.339441], [3.065194, 1.134141, -1.027953], [1.996471, 0.631707, -1.170452], [0.870057, 0.835269, -2.080531], [0.847822, 2.138310, -2.212734], [0.918164, 2.936913, -1.694926], [-0.225495, 2.350081, -2.889601], [1.735141, 2.151986, -3.049328], [3.024639, 2.265176, -1.207153], [4.957753, 1.260351, -0.149422], [5.196111, -1.096318, 0.944046], [5.176983, -2.177022, 1.423084], [4.666833, -2.419863, 2.250989], [5.254069, -3.132074, 0.782331], [6.395038, -2.470068, 1.996615], [2.949019, -2.237558, 0.394077], [0.744722, -2.663092, -0.648213], [0.193137, -1.402288, -1.764810], [-1.741842, -0.540761, -2.093495], [-2.714733, 0.820907, -1.997061], [-1.706535, -1.994176, 0.239733], [-3.081616, -3.592619, 1.570646], [-4.540898, -2.414365, 1.237652], [-3.668128, -1.960726, 3.162478], [-2.139507, -1.606192, 2.583164], [-3.379080, -0.450880, 2.162681]],
  "atomic_forces_ev_per_a": [[-5.1, 2.7, -5.2], [-2.8, 0.3, 2.5], [-4.8, -3.2, 1.6], [-0.5, 0.2, -2.2], [-1.6, 12.3, 15.6], [0.4, -9.6, -10.6], [1.9, 1.3, -3.9], [-0.3, -1.8, -0.4], [0.0, -0.7, 1.3], [0.3, 0.9, 0.6], [3.2, -7.3, -7.2], [-2.6, 2.0, 3.8], [1.5, 2.7, 2.6], [-3.8, -4.0, -7.2], [6.8, 7.4, 10.9], [-2.7, 2.3, -6.3], [-0.7, 7.3, 2.9], [0.3, 2.4, -1.9], [-2.1, -4.4, 1.3], [-0.1, -1.9, -4.4], [2.5, 13.8, 6.0], [-0.5, -9.2, -3.7], [1.0, -5.3, 1.0], [-1.4, -0.4, -1.5], [1.3, -3.1, 1.6], [0.0, 1.9, 0.7], [0.7, 1.5, 0.3], [2.3, -10.6, 3.9], [-0.8, 1.7, -3.3], [-2.0, 10.7, -4.7], [0.1, -3.8, 1.5], [1.9, 6.6, -0.8], [-3.0, -7.5, 0.4], [2.3, 6.2, -0.7], [9.4, 9.9, 1.2], [-12.6, -11.7, -2.8], [1.6, -2.7, 5.8], [-2.3, -0.7, -13.2], [0.7, 4.4, 5.6], [2.9, -0.2, 1.7], [-1.8, 1.9, 1.3], [1.2, -1.5, -0.3], [0.4, 0.2, -0.2], [0.3, 13.1, -5.5], [6.7, -14.2, 3.9], [-2.9, -0.4, 3.0], [-0.8, 1.3, 0.0], [-3.0, 1.2, -1.5], [-0.7, -4.6, 1.7], [1.1, -5.7, 0.6], [0.8, -1.2, 2.2], [-1.4, 0.1, 1.3], [-0.7, 0.3, 0.0], [1.0, 1.2, -1.0], [-0.3, 1.9, -1.4], [2.5, -0.8, -1.4], [-1.2, -0.6, 2.1], [6.7, 0.1, 1.9], [0.5, -2.4, 0.7]],
  "charge": 1
}

---

Record 4
{
  "formula": "C22H31N5O3S",
  "method": "wB97M-V/def2-TZVPD",
  "symbols": ["C", "C", "C", "H", "H", "C", "N", "C", "O", "C", "C", "N", "H", "H", "C", "N", "S", "C", "O", "N", "H", "H", "C", "C", "C", "C", "C", "C", "C", "H", "H", "H", "H", "H", "H", "H", "H", "C", "O", "N", "H", "C", "H", "C", "H", "H", "C", "C", "H", "H", "H", "C", "H", "H", "H", "H", "H", "H", "H", "H", "H", "H"],
  "coordinates": [[-0.451906, -0.605614, 4.101410], [-0.349131, -1.989645, 3.473170], [0.795242, -2.095994, 2.465610], [0.869063, -3.130325, 2.122370], [1.730303, -1.821614, 2.959347], [0.598875, -1.177752, 1.249595], [0.966023, -1.843596, 0.012440], [0.074969, -2.228585, -0.923905], [0.366914, -2.882637, -1.909439], [-1.311586, -1.714502, -0.733472], [-1.748049, -0.472862, -1.154251], [-0.948833, 0.524225, -1.677089], [-0.241663, 0.208027, -2.326783], [-1.513290, 1.297981, -2.023080], [-3.131307, -0.324460, -0.851093], [-3.692240, -1.366872, -0.270172], [-2.636425, -2.577454, -0.055353], [-3.907215, 0.889386, -1.180253], [-3.393616, 1.865208, -1.707319], [-5.209281, 0.813644, -0.859257], [-5.561627, -0.022090, -0.424696], [-5.818333, 1.591588, -1.047597], [2.373585, -2.160861, -0.191210], [3.116729, -0.999608, -0.802695], [4.151367, -0.372210, -0.123958], [4.813393, 0.700577, -0.696495], [4.444445, 1.158930, -1.949464], [3.414124, 0.535341, -2.634114], [2.757506, -0.540193, -2.064872], [1.972119, -1.046444, -2.606949], [3.128189, 0.884127, -3.615969], [4.959080, 1.998321, -2.393797], [5.616331, 1.182515, -0.159073], [4.434720, -0.715050, 0.859497], [2.816762, -2.431502, 0.767818], [2.410212, -3.020167, -0.868446], [-0.458231, -0.905484, 1.175259], [1.399418, 0.138223, 1.394101], [2.241123, 0.304058, 2.252174], [1.037357, 1.064955, 0.497561], [0.353952, 0.856509, -0.225543], [1.646131, 2.375274, 0.436665], [2.473058, 2.352062, -0.284572], [0.648688, 3.453618, 0.020665], [1.225496, 4.341057, -0.248113], [0.116378, 3.122074, -0.873512], [-0.370798, 3.850396, 1.095694], [-1.088272, 5.129952, 0.667256], [-0.378727, 5.937614, 0.501977], [-1.638977, 4.958607, -0.255081], [-1.793207, 5.446232, 1.432386], [-1.401075, 2.753160, 1.350684], [-1.927337, 2.507938, 0.430945], [-0.927253, 1.855773, 1.737430], [-2.132355, 3.091465, 2.082033], [0.170092, 4.047028, 2.028119], [2.065307, 2.583935, 1.424192], [-0.178140, -2.725648, 4.261659], [-1.293774, -2.245093, 2.984169], [0.506080, -0.310625, 4.521390], [-1.197196, -0.602979, 4.893405], [-0.738554, 0.140662, 3.364161]],
  "atomic_forces_ev_per_a": [[0.0, -0.2, 0.0], [0.2, 0.1, 0.0], [-0.1, 0.1, 0.0], [0.0, 0.0, -0.1], [0.0, -0.1, 0.0], [0.1, -0.1, 0.5], [0.0, 0.0, -0.1], [0.0, 0.0, 0.1], [0.0, -0.1, -0.3], [-0.8, 0.1, -0.2], [0.0, -0.8, 0.5], [0.1, 0.3, -0.4], [0.0, 0.0, -0.1], [0.1, -0.1, 0.0], [0.5, -0.7, 0.2], [-0.5, 0.3, 0.0], [0.5, 0.5, -0.4], [-0.6, 0.1, 0.1], [0.2, 0.1, -0.1], [-0.2, 0.0, 0.0], [0.0, 0.0, 0.0], [0.1, 0.0, 0.0], [0.1, -0.2, -0.2], [0.2, 0.0, 0.0], [0.0, -0.1, -0.1], [0.1, 0.1, -0.1], [0.1, 0.1, 0.0], [-0.1, 0.0, -0.1], [0.0, 0.0, 0.0], [-0.1, -0.1, -0.1], [0.0, 0.0, -0.1], [0.0, 0.1, 0.0], [0.1, 0.1, 0.1], [0.0, 0.0, 0.1], [0.0, 0.0, 0.0], [0.0, 0.1, 0.2], [0.2, 0.0, 0.0], [-0.6, 0.0, -0.4], [0.4, 0.0, 0.4], [0.0, 0.1, 0.0], [0.0, -0.1, 0.2], [0.2, 0.2, -0.1], [0.0, 0.0, 0.2], [0.1, -0.1, 0.4], [0.0, 0.0, -0.1], [-0.1, 0.1, -0.2], [-0.1, 0.0, -0.3], [0.2, -0.2, 0.2], [0.0, 0.1, 0.0], [-0.1, 0.0, -0.1], [-0.1, 0.1, 0.1], [0.2, 0.1, 0.2], [-0.1, -0.1, -0.2], [-0.1, -0.1, 0.0], [-0.1, 0.0, 0.1], [0.0, 0.0, 0.0], [0.0, 0.0, -0.1], [-0.1, -0.1, 0.0], [0.0, -0.1, 0.0], [0.1, 0.1, 0.1], [-0.1, 0.1, 0.1], [0.0, 0.2, -0.1]],
  "charge": 0
}

---

Number 1: gap between HOMO and LUMO 9.100 eV. Number 2: gap between HOMO and LUMO 9.471 eV. Number 3: gap between HOMO and LUMO 8.754 eV. Number 4: gap between HOMO and LUMO 8.863 eV.